Record 1
A molecular structure, C8F11NO4S3SbSe4W in a non-equilibrium geometry. Source: the OMol25 dataset; level of theory: ωB97M-V/def2-TZVPD.

Output
HOMO level (spin up / spin down)	-0.222 / -0.222	Ha
net charge	-1
ΔE to the lowest compared entry with this formula, charge and spin	0.412	eV
E_LUMO (spin up / spin down)	0.01806 / 0.01814	hartree

Geometry (Å):
1 W 1.788 -1.649 0.660
2 Se 5.774 -3.054 2.292
3 Sb 3.915 -4.286 1.583
4 Se 2.802 -3.669 -0.589
5 Se 1.283 -2.932 2.489
6 Se 3.143 -6.296 2.518
7 F -4.493 0.399 -1.928
8 C -3.232 -0.031 -1.869
9 C -2.901 -1.099 -1.054
10 F -3.847 -1.695 -0.323
11 C -1.592 -1.538 -1.003
12 F -1.305 -2.569 -0.194
13 C -0.580 -0.935 -1.738
14 S 1.095 -1.486 -1.702
15 C -0.946 0.128 -2.554
16 F -0.028 0.757 -3.288
17 C -2.251 0.584 -2.623
18 F -2.568 1.613 -3.411
19 F -1.408 -0.076 3.055
20 C -1.070 1.082 2.486
21 F -1.957 1.374 1.546
22 F -1.071 2.041 3.407
23 S 0.607 0.926 1.740
24 O 0.316 -0.155 0.704
25 O 1.525 0.417 2.708
26 N 0.797 2.311 1.156
27 S 1.512 2.580 -0.322
28 O 3.278 -0.899 0.840
29 O 2.513 3.632 -0.196
30 C 0.003 3.475 -0.960
31 F -1.024 2.623 -1.049
32 F 0.275 3.927 -2.184
33 F -0.352 4.501 -0.198

Record 2
A single C8H10 molecule in a non-equilibrium geometry. Source: the OMol25 dataset; level of theory: ωB97M-V/def2-TZVPD.

Output
HOMO level	-0.297	Ha
ΔE to the lowest compared entry with this formula, charge and spin	4.782	eV
E_LUMO	0.02503	hartree
SMILES	C=C(C)C1=CC=CC1

Geometry (Å):
1 C 1.815 1.321 -0.076
2 C 1.363 0.023 0.089
3 C 2.292 -1.089 -0.059
4 C -0.271 -0.078 0.124
5 C -1.058 -1.164 0.048
6 C -2.533 -0.825 0.074
7 C -2.543 0.571 -0.213
8 C -1.125 1.131 0.132
9 H 2.804 1.630 0.296
10 H 0.878 2.022 0.046
11 H 2.368 -1.716 0.985
12 H 1.954 -1.863 -0.780
13 H 3.295 -0.556 -0.571
14 H -0.642 -2.041 -0.028
15 H -3.107 -1.753 0.017
16 H -3.525 0.972 -0.306
17 H -1.286 1.722 0.981
18 H -0.678 1.693 -0.760

Record 3
A single C8H10 molecule in a non-equilibrium geometry. Source: the OMol25 dataset; level of theory: ωB97M-V/def2-TZVPD.

Output
HOMO level	-0.323	Ha
ΔE to the lowest compared entry with this formula, charge and spin	4.473	eV
E_LUMO	0.04231	hartree
SMILES	C1=C2CC[C@@H]3[C@H](C1)[C@H]23

Geometry (Å):
1 C -1.286 -0.851 -0.370
2 C -1.076 0.390 0.170
3 C -0.593 1.547 -0.655
4 C 0.776 1.087 -0.901
5 C 1.203 0.256 0.327
6 C 0.553 -1.146 0.953
7 C -0.408 -1.995 0.240
8 C 0.020 0.232 1.230
9 H -1.679 -0.947 -1.488
10 H -0.788 2.576 -0.166
11 H -0.920 1.756 -1.711
12 H 0.582 0.673 -1.944
13 H 1.534 1.814 -0.920
14 H 2.160 0.391 0.847
15 H 1.314 -1.510 1.621
16 H -0.150 -2.589 -0.554
17 H -1.065 -2.352 1.073
18 H -0.176 0.667 2.248

Record 4
A molecular structure, C8H10BF4FeN in a non-equilibrium geometry. Source: the OMol25 dataset; level of theory: ωB97M-V/def2-TZVPD.

Output
HOMO level (spin up / spin down)	0.044 / 0.043	Ha
multiplicity	5
net charge	-2
ΔE to the lowest compared entry with this formula, charge and spin	0.000	eV
expectation value of S²	6.13
E_LUMO (spin up / spin down)	0.22154 / 0.22227	hartree

Geometry (Å):
1 C -0.769 -0.529 -2.195
2 C -0.645 -1.778 -1.529
3 C 0.734 -1.995 -1.231
4 C 1.459 -0.867 -1.702
5 C 0.532 0.044 -2.292
6 Fe 0.000 0.000 0.000
7 C -1.303 -1.301 1.626
8 C -2.261 -0.549 1.071
9 C -3.380 -0.007 0.636
10 N -0.742 1.529 0.186
11 H 1.154 -2.863 -0.719
12 H -1.469 -2.456 -1.293
13 H 2.535 -0.708 -1.609
14 H 0.774 1.014 -2.730
15 H -1.698 -0.072 -2.538
16 H -1.065 -2.298 1.234
17 H -1.288 2.399 0.148
18 H -0.792 -0.983 2.542
19 H -4.339 -0.360 1.040
20 H -3.389 0.785 -0.117
21 F 1.479 1.020 0.878
22 B 2.522 1.739 1.498
23 F 2.313 3.163 1.298
24 F 2.534 1.445 2.921
25 F 3.794 1.348 0.911